DFT (wB97M-V/def2-TZVPD) results for C13H34LiN2O9P as an isolated structure in a non-equilibrium geometry.

DFT total energy in a.u.: -1650.83096
Maximum force in eV/A: 14.1
Frontier orbital gap in hartree: 0.1082

```
60
Properties=species:S:1:pos:R:3:forces:R:3
C -4.52353 -1.35233 -2.61272 1.1 0.8 -2.3
N -3.38712 -1.41473 -1.64194 -2.1 -1.2 2.4
C -3.44260 -0.21982 -0.79678 -1.5 1.5 1.4
C -3.82698 -2.55969 -0.69403 3.9 -0.7 -1.4
C -2.05870 -1.69067 -2.12454 1.8 -0.9 0.6
C -0.87116 -1.76820 -1.06647 2.4 2.2 1.1
O 0.31900 -2.25541 -1.74016 -4.1 -2.5 2.0
H -4.15842 -0.75523 -3.60903 -1.5 -0.7 2.8
H -5.36070 -1.09760 -1.92266 0.3 0.7 -1.6
H -4.76936 -2.34195 -2.99184 0.4 -0.3 0.1
H -3.09024 0.72569 -1.08121 0.5 1.1 -2.5
H -2.90122 -0.13498 0.10293 1.4 -1.8 1.2
H -4.43996 0.00333 -0.40734 -0.3 -0.5 -0.6
H -3.24691 -2.24402 0.15565 0.5 -1.2 0.6
H -3.43858 -3.61321 -1.18308 -1.7 2.7 1.5
H -4.77992 -2.27431 -0.39411 -2.2 -0.8 0.0
H -1.86780 -0.86561 -2.70261 1.2 2.0 -1.8
H -2.13117 -2.54826 -2.79111 0.4 -0.3 0.3
H -1.12103 -2.28101 -0.08187 0.2 -0.5 -1.5
H -0.52710 -0.67850 -0.54009 -1.4 -2.3 -2.1
H 0.91770 -1.52493 -1.89750 1.2 2.9 -0.9
C 2.97290 1.20556 1.23155 2.9 5.4 -2.8
N 3.43026 -0.14275 1.36883 0.1 -1.7 -0.2
C 3.33839 -0.96602 0.09006 2.1 -0.3 -0.6
C 4.84831 -0.16718 1.61877 2.0 3.8 1.3
C 2.66112 -0.82847 2.42601 -3.9 3.3 2.0
C 1.18351 -1.06660 2.28653 -1.2 -1.9 -4.8
O 0.52123 -1.29574 3.42020 -5.2 -1.0 6.0
H 3.29813 1.96399 1.93330 1.2 -0.9 1.5
H 1.98616 1.39742 1.39376 -3.2 -0.6 -0.5
H 3.39503 1.93639 0.29503 -1.5 -3.2 1.2
H 2.37251 -0.85990 -0.23043 -3.1 -1.1 -0.6
H 3.88117 -2.00606 0.19787 -1.5 2.3 -0.1
H 3.66762 -0.32635 -0.75555 1.0 -0.1 0.4
H 5.42268 -1.00714 1.50112 0.3 -2.7 -0.9
H 5.10664 0.13391 2.60740 -0.5 0.3 1.3
H 5.37482 0.63722 1.06935 -0.8 -0.5 -0.4
H 2.30247 -0.30991 3.37015 2.8 1.0 -0.3
H 3.05173 -1.67983 2.72201 2.6 -4.0 1.0
H 0.86823 -1.92581 1.75844 0.8 -1.1 -2.1
H 0.67663 -0.28708 1.84586 -0.4 2.4 -1.8
H -0.58551 -1.50877 3.35324 5.3 1.0 -0.3
Li 0.86723 1.48576 -1.07197 0.3 0.0 -1.4
P 2.02409 0.96607 -2.97408 -1.0 5.3 -7.0
O 2.69211 1.63054 -1.88838 7.3 5.3 7.0
O 0.69908 1.81759 -2.86342 -2.5 2.6 -2.8
O 1.44163 -0.03549 -2.14621 -3.5 -12.7 4.9
O 2.82831 0.83172 -4.24643 -1.1 -0.9 0.5
C -0.07600 4.14223 -0.56714 6.5 1.9 0.6
O -0.81693 3.97486 0.63990 -0.5 -1.5 1.3
C -1.05851 2.65743 0.94285 1.2 0.3 -2.4
O -0.75379 1.69728 0.24104 0.2 0.8 0.5
O -1.68507 2.52434 2.06808 -0.8 -0.5 2.6
C -1.90076 1.20691 2.67666 -3.1 -1.0 -4.7
H 0.30930 5.27200 -0.92224 -1.5 -2.6 2.1
H -0.62619 3.87358 -1.36666 -1.5 -1.7 -2.7
H 1.05524 3.55929 -0.48108 -3.4 1.4 -0.5
H -1.58827 1.08688 3.61164 1.7 0.8 4.0
H -1.44665 0.33481 2.14830 -0.1 1.1 -0.4
H -3.03304 0.96876 2.71612 1.7 0.8 -0.3
```
Positions in Å, forces in eV/Å.